35
Properties=species:S:1:pos:R:3:forces:R:3:nbo_charge:R:1 method="wB97M-V/def2-TZVPD" charge=0 largest_force_ev_per_a=4.78 multiplicity=1 smiles="CCCB1OBOB(B(N)O)O1.O=C1CCCO1" e_tot_ha=-882.732562 homo_lumo_gap_ev=10.053 homo_energy_ha=-0.3793
C 6.35979 0.07272 1.89765 0.12 0.91 -0.64 -0.63
C 5.19389 0.40304 0.75193 0.87 0.53 0.79 -0.40
C 3.74972 0.33425 1.53877 -0.33 -0.04 0.37 -0.81
B 2.50072 -0.19424 0.60876 -0.08 -0.48 -1.38 1.19
O 2.47914 -1.66700 0.29917 -3.11 1.99 2.92 -0.91
B 1.19391 -2.10617 0.94950 0.25 2.10 -3.93 1.00
O -0.03955 -1.47487 0.36086 3.37 1.40 2.85 -0.90
B 0.16879 -0.01834 0.68078 1.97 -1.45 -2.97 0.86
B -0.90900 0.72845 1.68175 -2.11 1.66 2.03 0.72
N -2.01687 1.59311 1.10805 -0.24 -3.35 1.88 -1.06
O -0.84270 0.54565 3.14971 1.97 0.16 -2.27 -0.89
O 1.38241 0.65434 0.09604 -0.03 -3.54 3.21 -0.89
H 5.92077 0.46512 2.91370 1.04 -1.10 -1.83 0.21
H 6.64333 -1.06580 1.89583 -0.70 2.27 0.28 0.22
H 7.34642 0.71075 1.69265 -2.11 -1.52 0.34 0.21
H 5.28882 -0.34075 -0.15448 -0.40 1.44 1.89 0.22
H 5.40999 1.50210 0.35856 -0.71 -2.38 0.73 0.22
H 3.44151 1.36084 2.05817 0.99 -2.07 -1.20 0.24
H 3.87497 -0.46745 2.41325 -0.30 1.63 -1.86 0.24
H 1.18455 -2.84033 1.86804 -0.11 -0.27 0.00 -0.10
H -2.73188 1.69899 1.88798 1.02 0.21 -1.28 0.38
H -2.50445 0.97111 0.39626 0.67 1.46 0.65 0.40
H 0.08833 0.27137 3.43826 -2.10 0.47 -0.60 0.48
O -3.99639 2.36460 -1.83916 -0.38 -2.21 0.08 -0.55
C -4.17037 1.18592 -2.10112 0.58 2.46 0.31 0.78
O -4.20780 0.18781 -1.17021 0.04 0.74 0.01 -0.50
C -4.31762 -1.06944 -1.83582 0.02 -0.84 0.17 -0.07
C -4.89139 -0.75271 -3.19206 -0.45 -0.52 -0.63 -0.43
C -4.32653 0.61565 -3.47828 -0.39 -0.20 -0.33 -0.53
H -3.32102 -1.51861 -1.90063 -0.06 0.04 0.03 0.18
H -4.96961 -1.73464 -1.26219 0.21 0.23 0.11 0.20
H -4.63883 -1.49789 -3.95105 -0.04 0.04 0.18 0.22
H -5.98465 -0.69249 -3.12752 0.17 -0.06 -0.01 0.21
H -3.34407 0.55876 -3.95509 -0.07 0.17 0.01 0.24
H -5.01433 1.21616 -4.07806 0.41 0.14 0.08 0.25